ORCA calculation (ωB97M-V with the def2-TZVPD basis set) on 2 unconnected molecules or ions with the total composition C4H11O at a distorted geometry.

Properties
Net charge: -1
Highest occupied orbital energy: -1.98 eV
Gap between HOMO and LUMO: 5.8318 eV
E_LUMO: 3.85 eV
Calculated total energy: -234.1826 hartree

Cartesian coordinates (Å):
C -1.255 -1.207 -2.449
O -2.155 -0.572 -1.679
H -0.822 -2.097 -1.893
H -0.386 -0.531 -2.716
H -1.609 -1.625 -3.435
C 0.519 -0.069 -0.075
C 0.506 1.034 0.963
C 0.809 0.661 2.423
H 0.805 0.301 -1.064
H 1.139 -0.913 0.246
H -0.499 -0.431 -0.277
H 1.090 1.928 0.591
H -0.452 1.556 0.909
H 0.347 1.447 3.032
H 1.842 0.688 2.771
H 0.121 -0.170 2.652

Okay, here come the natural (NBO) numbers, in e, for every atom:
1 C -0.1951
2 O -0.9805
3 H 0.0683
4 H 0.0662
5 H 0.0734
6 C -0.6581
7 C -0.4015
8 C -0.6256
9 H 0.2117
10 H 0.1767
11 H 0.2894
12 H 0.1713
13 H 0.2006
14 H 0.1914
15 H 0.1990
16 H 0.2128


ORCA calculation (ωB97M-V with the def2-TZVPD basis set) on 2 unconnected molecules or ions with the total composition C4H11O at a distorted geometry.

Properties
Net charge: 0
Highest occupied orbital energy (spin up / spin down): -8.18 / -9.72 eV
Gap between HOMO and LUMO (spin up / spin down): 9.2640 / 10.1172 eV
Spin multiplicity: 2
E_LUMO (spin up / spin down): 1.09 / 0.39 eV
Calculated total energy: -234.1291 hartree

Cartesian coordinates (Å):
H -0.297 -0.006 0.472
C -2.740 -0.165 -0.708
O -2.409 0.398 0.535
C -1.270 -0.171 1.112
H -3.628 0.355 -1.089
H -1.912 -0.047 -1.429
H -2.965 -1.243 -0.609
H -1.388 -1.257 1.267
H -1.109 0.298 2.090
C 1.787 0.307 -0.697
C 2.977 0.208 0.195
H 1.566 -0.513 -1.384
H 1.467 1.289 -1.052
H 3.041 -0.778 0.678
H 2.959 0.976 0.984
H 3.920 0.349 -0.364

Okay, here come the natural (NBO) numbers, in e, for every atom:
1 H 0.1723
2 C -0.2468
3 O -0.5397
4 C -0.2566
5 H 0.1928
6 H 0.1638
7 H 0.1617
8 H 0.1594
9 H 0.1916
10 C -0.2905
11 C -0.6931
12 H 0.1657
13 H 0.1679
14 H 0.2145
15 H 0.2154
16 H 0.2216


ORCA calculation (ωB97M-V with the def2-TZVPD basis set) on C4H11O2PS3 in the gas phase at a distorted geometry.

Properties
Net charge: 0
Highest occupied orbital energy: -8.69 eV
Gap between HOMO and LUMO: 8.8890 eV
E_LUMO: 0.20 eV
Calculated total energy: -1845.4436 hartree

Cartesian coordinates (Å):
C 3.219 -0.180 0.956
C 2.617 -1.080 -0.118
S 1.560 -0.215 -1.365
C 0.089 0.057 -0.265
C 0.044 1.467 -0.017
S -1.263 -0.608 -1.382
P -3.174 -0.266 -0.146
O -3.562 1.230 -0.502
O -4.429 -0.995 -0.879
S -2.510 -0.734 1.730
H 3.794 -0.886 1.549
H 3.732 0.730 0.491
H 2.386 0.318 1.455
H 1.870 -1.774 0.358
H 3.399 -1.605 -0.660
H 0.218 -0.509 0.641
H -0.905 1.792 0.534
H 0.053 1.906 -0.966
H 0.814 1.875 0.595
H -3.353 1.416 -1.448
H -4.600 -1.939 -0.564

Okay, here come the natural (NBO) numbers, in e, for every atom:
1 C -0.6297
2 C -0.4982
3 S 0.1790
4 C -0.4000
5 C -0.6587
6 S -0.1186
7 P 1.6417
8 O -0.9894
9 O -0.9840
10 S -0.5703
11 H 0.2216
12 H 0.2187
13 H 0.2043
14 H 0.2133
15 H 0.2228
16 H 0.2335
17 H 0.2192
18 H 0.2148
19 H 0.2261
20 H 0.5237
21 H 0.5302


Repeat the second record exactly.
ORCA calculation (ωB97M-V with the def2-TZVPD basis set) on 2 unconnected molecules or ions with the total composition C4H11O at a distorted geometry.

Properties
Net charge: 0
Highest occupied orbital energy (spin up / spin down): -8.18 / -9.72 eV
Gap between HOMO and LUMO (spin up / spin down): 9.2640 / 10.1172 eV
Spin multiplicity: 2
E_LUMO (spin up / spin down): 1.09 / 0.39 eV
Calculated total energy: -234.1291 hartree

Cartesian coordinates (Å):
H -0.297 -0.006 0.472
C -2.740 -0.165 -0.708
O -2.409 0.398 0.535
C -1.270 -0.171 1.112
H -3.628 0.355 -1.089
H -1.912 -0.047 -1.429
H -2.965 -1.243 -0.609
H -1.388 -1.257 1.267
H -1.109 0.298 2.090
C 1.787 0.307 -0.697
C 2.977 0.208 0.195
H 1.566 -0.513 -1.384
H 1.467 1.289 -1.052
H 3.041 -0.778 0.678
H 2.959 0.976 0.984
H 3.920 0.349 -0.364

Okay, here come the natural (NBO) numbers, in e, for every atom:
1 H 0.1723
2 C -0.2468
3 O -0.5397
4 C -0.2566
5 H 0.1928
6 H 0.1638
7 H 0.1617
8 H 0.1594
9 H 0.1916
10 C -0.2905
11 C -0.6931
12 H 0.1657
13 H 0.1679
14 H 0.2145
15 H 0.2154
16 H 0.2216